Density functional theory data (ωB97M-V with the def2-TZVPD basis set) for a molecular structure, C24H19Br3MoN5O9.

For the HOMO energy (spin up / spin down), the calculation gives -10.7 / -11.0 eV. The total charge is +1. The calculation puts the gap between HOMO and LUMO (spin up / spin down) at 7.33 / 7.12 eV. As for the expectation value of S²: 2.015. Its energy above the lowest of the compared OMol25 structures with the same formula, charge and spin is 7.7 kcal/mol. The multiplicity is 3. Its calculated total energy is -9667.171673 a.u.

```
61
Properties=species:S:1:pos:R:3:forces:R:3:mulliken_spin:R:1
Mo -0.195 0.267 0.345 0.0 0.0 0.0 1.82
Br -2.054 2.985 3.899 0.0 0.0 0.0 0.00
Br 5.262 0.053 -4.231 0.0 0.0 0.0 0.00
Br -0.160 1.606 -4.546 0.0 0.0 0.0 0.00
O -0.131 0.613 -1.601 0.0 0.1 -0.1 0.02
O 0.340 -2.225 5.718 0.0 0.1 0.0 0.00
O -0.344 -1.575 1.263 -0.1 0.0 0.1 0.01
O 0.175 2.365 0.316 0.0 -0.1 0.0 -0.02
O -1.671 1.587 1.126 0.0 -0.1 0.0 0.00
O -0.348 -2.751 3.167 -0.1 0.0 0.0 0.01
O 1.250 -0.445 6.708 0.0 0.0 0.0 0.00
O -3.649 -1.870 -1.042 0.0 0.0 0.0 0.00
O -1.997 -0.540 -0.374 0.0 0.0 0.0 0.00
N 1.325 1.011 4.391 0.0 0.0 0.0 0.00
N 1.822 -0.346 -0.215 0.0 0.0 0.0 -0.04
N 0.687 0.566 2.361 -0.1 0.0 0.0 -0.03
N -1.592 -2.536 -1.450 0.0 0.0 0.0 0.00
N -0.206 -2.419 -1.431 0.0 0.0 0.0 0.02
C 2.758 -0.895 0.534 0.1 0.0 0.0 0.04
C -2.372 -1.588 -0.923 0.0 0.0 0.0 0.01
C -0.935 2.593 0.902 -0.1 0.1 0.1 0.04
C 1.754 2.838 2.769 0.0 0.0 0.0 0.00
C 0.815 -0.999 5.732 0.0 -0.1 0.1 0.00
C -1.317 3.965 1.286 0.0 0.0 0.0 0.01
C 2.533 0.762 -4.111 0.0 0.0 0.0 -0.02
C 0.813 -0.256 4.439 0.0 0.0 0.0 0.00
C 3.398 -0.175 -2.057 0.0 0.0 0.0 -0.01
C -1.100 4.977 0.354 0.0 0.0 0.0 0.00
C 4.057 -1.118 0.056 -0.1 0.0 0.0 -0.02
C 1.031 0.533 -2.228 0.0 0.0 0.0 0.04
C 1.255 0.908 -3.531 0.0 0.0 0.0 0.02
C -1.472 6.280 0.636 0.0 0.0 0.0 0.00
C -1.872 4.281 2.525 0.0 0.0 0.0 0.00
C -4.578 -0.913 -0.482 0.0 0.0 0.0 0.00
C 0.418 -0.522 3.168 0.0 0.0 0.0 0.02
C -0.148 -1.727 2.539 0.1 -0.1 0.0 0.01
C 1.246 1.492 3.138 0.0 0.0 0.0 0.00
C -2.041 6.578 1.865 0.0 0.0 0.0 0.00
C 2.121 0.001 -1.502 0.0 0.0 0.0 0.00
C 4.378 -0.754 -1.225 0.0 0.0 0.0 0.03
C -2.230 5.585 2.818 0.0 0.0 0.0 0.00
C 3.576 0.236 -3.404 0.0 0.0 0.0 0.03
H -1.320 7.058 -0.098 0.0 0.0 0.0 0.00
H 2.029 2.870 1.720 0.0 0.0 0.0 0.00
H -2.050 -3.369 -1.790 0.0 0.0 0.0 0.00
H 0.188 -3.100 -0.793 0.0 0.0 0.0 0.00
H -0.651 4.724 -0.598 0.0 0.0 0.0 0.00
H -2.332 7.594 2.096 0.0 0.0 0.0 0.00
H 2.486 -1.171 1.543 0.0 0.0 0.0 0.00
H -2.647 5.823 3.786 0.0 0.0 0.0 0.00
H 1.697 1.478 5.208 0.0 0.0 0.0 0.00
H 0.986 3.595 2.943 0.0 0.0 0.0 0.00
H -5.558 -1.325 -0.691 0.0 0.0 0.0 0.00
H 2.617 3.086 3.385 0.0 0.0 0.0 0.00
H 2.679 1.070 -5.137 0.0 0.0 0.0 0.00
H 4.788 -1.574 0.708 0.0 0.0 0.0 0.00
H 0.155 -2.550 -2.368 0.0 0.0 0.0 0.00
H -4.416 -0.823 0.589 0.0 0.0 0.0 0.00
H -4.451 0.053 -0.964 0.0 0.0 0.0 0.00
H 5.377 -0.913 -1.609 0.0 0.0 0.0 0.00
H 0.045 -2.506 4.814 0.0 0.0 0.0 0.00
```
Positions in Å, forces in eV/Å.